[1]
Density functional theory data (ωB97M-V with the def2-TZVPD basis set) for a single C4H6O2 molecule.

```
12
Properties=species:S:1:pos:R:3:mulliken_charge:R:1
C 1.092 -0.401 -1.260 -1.092
C 0.691 0.244 0.065 -0.235
C -0.812 0.193 0.186 0.503
O -1.547 0.124 -0.776 -0.506
C -1.518 0.166 1.543 -0.073
O -0.972 -0.012 2.601 -0.449
H 0.851 -1.468 -1.264 0.307
H 0.517 0.053 -2.071 0.284
H 2.155 -0.273 -1.465 0.350
H 0.991 1.301 0.072 0.266
H 1.167 -0.199 0.947 0.294
H -2.615 0.272 1.422 0.350
```

The calculation puts the energy above the lowest of the compared OMol25 structures with the same formula, charge and spin at 22.9 kcal per mole. As for the SMILES: CCC(=O)C=O.

[2]
Density functional theory data (ωB97M-V with the def2-TZVPD basis set) for a molecular structure, C4H6O2.

```
12
Properties=species:S:1:pos:R:3:mulliken_charge:R:1
C -1.620 -0.089 0.255 -1.325
C -0.258 -0.214 -0.374 0.444
C 0.872 0.773 -0.036 -0.496
C 1.681 -0.506 0.068 0.540
O 2.823 -0.841 0.015 -0.540
O 0.573 -1.311 0.124 -0.370
H -1.574 0.120 1.327 0.323
H -2.203 -1.003 0.102 0.325
H -2.147 0.733 -0.243 0.341
H -0.354 -0.358 -1.455 0.269
H 1.192 1.531 -0.753 0.270
H 0.733 1.222 0.953 0.218
```

The calculation puts the energy above the lowest of the compared OMol25 structures with the same formula, charge and spin at 14.5 kcal per mole.

The calculation returns the following max |F| values, one per record and in order: 0.5, 0.7 eV/A.
The calculation returns the following total energy values, one per record and in order: -306.4698, -306.4833 a.u..